Below is a 2-piece molecular cluster, C10H17N2Si overall, with properties calculated with ωB97M-V/def2-TZVPD.

Output
- relative energy (zero: lowest compared OMol25 entry of this formula, charge and spin) (eV) = 4.386
- net charge = +1
- frontier orbital gap (spin up / spin down) (eV) = 7.0 / 7.5
- LUMO (spin up / spin down) (eV) = -5.078 / -4.769
- E_HOMO (spin up / spin down) (Ha) = -0.4456 / -0.4499
- multiplicity = 1

Last column: Löwdin charge in e.
Atoms and positions in Å:
C  2.093  3.566  -0.915  0.0022
C  2.090  2.791  0.249  -0.0555
C  1.640  3.024  -2.170  -0.0250
C  1.720  1.486  0.135  -0.0119
C  1.696  1.659  -2.292  -0.0218
C  1.647  0.845  -1.129  -0.2151
C  1.291  -0.488  -1.339  0.0137
C  -2.186  -3.166  1.094  -0.1160
C  -2.675  0.176  0.501  -0.1850
C  -1.072  -1.116  2.947  -0.2358
N  -0.435  -1.769  -0.304  -0.0515
N  1.671  -1.329  -2.222  0.2229
Si  -1.366  -1.189  1.038  0.5089
H  2.002  4.619  -0.709  0.1159
H  2.567  3.150  1.094  0.1010
H  1.529  3.673  -3.009  0.1087
H  1.660  0.921  1.075  0.1287
H  1.483  1.177  -3.275  0.1349
H  -2.712  -3.186  0.136  0.0092
H  -1.425  -4.003  1.141  0.0449
H  -2.863  -3.077  1.941  0.0164
H  -2.097  1.060  -0.017  0.0537
H  -3.434  -0.247  -0.162  0.0164
H  -3.136  0.581  1.440  0.0320
H  -0.912  -0.067  3.366  0.0322
H  -2.058  -1.342  3.529  0.0650
H  -0.217  -1.851  3.205  0.0527
H  0.117  -2.650  -0.067  0.0397
H  2.253  -1.121  -2.971  0.1212
H  1.128  -2.125  -2.308  0.0971